DFT (ωB97M-V with the def2-TZVPD basis set) results for 2 unconnected molecules or ions with the total composition C7H14Si at a distorted geometry.

Energy above the lowest of the compared OMol25 structures with the same formula, charge and spin: 112.2 kcal/mol
Max |F|: 3.3 eV Å⁻¹
Multiplicity: 1
LUMO energy (spin up / spin down): 0.26 / -0.72 eV

Geometry (Å):
1 C 0.58024 1.22736 3.44394
2 C -0.94922 2.33533 -0.93533
3 C 0.07755 1.66656 2.29198
4 C -0.53480 1.16486 -1.13692
5 C -0.40587 -1.35033 -2.76212
6 C -1.01611 -1.49019 0.41272
7 C 1.68633 -0.92390 -0.35841
8 Si -0.09535 -0.60872 -0.96910
9 H 0.97303 1.85834 4.31296
10 H 0.71809 0.07574 3.41851
11 H -1.08706 2.78175 0.02900
12 H -0.96095 3.05592 -1.71572
13 H -0.08657 2.76609 2.08219
14 H -1.15071 -2.14937 -2.69038
15 H -1.04774 -0.52375 -3.35465
16 H 0.46828 -1.61389 -3.42862
17 H -1.48788 -0.80129 1.16523
18 H -1.81484 -2.25863 0.01859
19 H -0.19057 -2.16919 1.00408
20 H 1.90046 -0.61023 0.67946
21 H 1.93596 -1.98079 -0.49480
22 H 2.48774 -0.45166 -1.01261